[1]
ORCA calculation (the ωB97M-V functional and the def2-TZVPD basis) on C11H14BF3N6Os as an isolated structure in a non-equilibrium geometry.

Structure (XYZ):
```
36
Properties=species:S:1:pos:R:3
C -0.040 2.868 1.123
N 0.151 1.604 0.691
N 0.314 1.633 -0.660
C 0.225 2.920 -1.079
C 0.000 3.743 0.026
B 0.469 0.358 -1.570
N 1.629 -0.504 -1.013
N 1.724 -0.821 0.301
C 2.819 -1.589 0.452
C 3.446 -1.783 -0.793
C 2.656 -1.072 -1.696
Os 0.239 -0.116 1.691
N -0.839 -0.448 -1.638
N -1.456 -0.951 -0.535
C -2.590 -1.511 -0.975
C -2.724 -1.379 -2.379
C -1.578 -0.691 -2.762
H -3.266 -1.995 -0.266
H -1.228 -0.362 -3.741
H -3.528 -1.740 -3.020
H 0.758 0.758 -2.678
H 2.747 -0.925 -2.772
H 0.325 3.152 -2.138
H 4.351 -2.350 -1.005
H -0.116 4.825 0.036
H 3.104 -1.947 1.442
H -0.187 3.060 2.185
H -0.583 -1.664 1.398
C 0.012 -1.702 2.330
H 0.807 -2.454 2.220
H 0.644 -0.724 2.959
H -0.640 -1.903 3.191
F -2.292 1.813 1.685
C -1.597 0.846 2.392
F -1.343 1.199 3.703
F -2.414 -0.149 2.893
```

Its LUMO energy (alpha / beta) is -16.866 / -18.656 eV. For the orbital gap (alpha / beta), the calculation gives 7.783 / 5.809 eV. Its energy is -1169.0650 a.u. Its charge is +4. Its multiplicity is 5. As for the HOMO energy (alpha / beta): -0.90583 / -0.89907 Ha. Its expectation value of S² is 6.05.

These are the Löwdin partial charges, in e, on atoms 1 to 8: number 1, C, carries 0.0524; number 2, N, carries -0.1453; number 3, N, carries 0.0576; number 4, C, carries 0.1444; number 5, C, carries 0.2269; number 6, B, carries -0.4416; number 7, N, carries 0.0358; number 8, N, carries -0.0360

[2]
ORCA calculation (the ωB97M-V functional and the def2-TZVPD basis) on one molecule with the formula C3H3N5 in a non-equilibrium geometry.

Structure (XYZ):
```
11
Properties=species:S:1:pos:R:3
N 1.784 0.024 -1.398
C 0.682 -0.291 -0.885
N 0.142 -1.446 -0.203
C -0.453 -1.165 0.869
N -0.547 0.002 1.684
N -0.589 1.175 1.281
C -0.830 1.319 -0.059
N -0.390 0.708 -1.065
H 2.428 -0.701 -1.449
H -0.916 -1.947 1.473
H -1.312 2.324 -0.249
```

Its LUMO energy is -1.550 eV. For the orbital gap, the calculation gives 8.131 eV. Its energy is -389.7709 a.u. Its structure (SMILES) is N=c1ncnncn1. Its multiplicity is 1. As for the HOMO energy: -0.35576 Ha.

These are the Löwdin partial charges, in e, on atoms 1 to 8: number 1, N, carries 0.1837; number 2, C, carries -0.4433; number 3, N, carries 0.1594; number 4, C, carries -0.2034; number 5, N, carries 0.0626; number 6, N, carries 0.0576; number 7, C, carries -0.2458; number 8, N, carries 0.1551

[3]
ORCA calculation (the ωB97M-V functional and the def2-TZVPD basis) on a 2-piece molecular cluster, C3H8O2 overall in a non-equilibrium geometry.

Structure (XYZ):
```
13
Properties=species:S:1:pos:R:3
O -0.689 1.540 0.966
C 0.066 0.610 1.147
C -0.483 -0.799 0.957
O -1.613 -0.663 0.140
H 1.110 0.787 1.454
H 0.251 -1.483 0.511
H -0.772 -1.192 1.940
H -1.818 0.292 0.244
C 0.782 0.183 -1.446
H 0.772 -0.052 -2.504
H 1.643 -0.336 -1.000
H 0.967 1.257 -1.331
H -0.216 -0.144 -1.079
```

Its LUMO energy is 0.815 eV. For the orbital gap, the calculation gives 11.312 eV. Its energy is -269.5365 a.u. Its structure (SMILES) is O=CCO.C. Its multiplicity is 1. As for the HOMO energy: -0.38576 Ha.

These are the Löwdin partial charges, in e, on atoms 1 to 8: number 1, O, carries 0.0452; number 2, C, carries -0.2432; number 3, C, carries -0.2509; number 4, O, carries -0.0910; number 5, H, carries 0.1350; number 6, H, carries 0.1188; number 7, H, carries 0.1284; number 8, H, carries 0.0832

[4]
ORCA calculation (the ωB97M-V functional and the def2-TZVPD basis) on a 2-piece molecular cluster, C7H11N2O2 overall in a non-equilibrium geometry.

Structure (XYZ):
```
22
Properties=species:S:1:pos:R:3
C -1.098 -1.660 -1.517
C -1.328 -0.332 -1.589
C -0.155 -0.851 0.211
C -0.856 1.653 1.563
C -0.032 -3.246 0.109
C 2.133 2.544 0.206
C -0.564 1.432 0.127
N -0.442 -1.983 -0.358
N -0.731 0.171 -0.441
O -0.890 0.829 2.437
O 1.473 1.422 0.438
H -1.332 -2.474 -2.208
H -2.013 0.247 -2.100
H 0.289 -0.641 1.229
H -1.112 2.661 1.514
H -0.560 -3.960 -0.567
H 1.014 -3.255 0.123
H -0.543 -3.299 1.114
H 2.096 3.433 0.828
H 2.040 2.902 -0.834
H 3.196 2.130 0.253
H -0.586 2.275 -0.538
```

Its LUMO energy (alpha / beta) is -2.957 / -6.730 eV. For the orbital gap (alpha / beta), the calculation gives 9.019 / 6.917 eV. Its energy is -532.8667 a.u. Its charge is +1. Its multiplicity is 3. As for the HOMO energy (alpha / beta): -0.44010 / -0.50151 Ha. Its expectation value of S² is 2.01.

These are the Löwdin partial charges, in e, on atoms 1 to 8: number 1, C, carries 0.0067; number 2, C, carries 0.0499; number 3, C, carries -0.0234; number 4, C, carries -0.2367; number 5, C, carries 0.0321; number 6, C, carries -0.1722; number 7, C, carries -0.0264; number 8, N, carries -0.1017

[5]
ORCA calculation (the ωB97M-V functional and the def2-TZVPD basis) on C6H9FInO8S2 as an isolated structure in a non-equilibrium geometry.

Structure (XYZ):
```
27
Properties=species:S:1:pos:R:3
C 2.811 -0.082 0.619
C 2.210 -0.520 -0.821
O 2.065 -1.738 -1.008
O 1.939 0.496 -1.776
C 0.518 0.651 -2.038
C -0.288 1.443 -0.880
C -1.492 0.548 -0.226
O -1.954 1.392 0.886
S -0.987 1.076 2.233
O -1.728 1.046 3.540
O 0.051 2.145 2.407
O -0.348 -0.401 1.706
C -0.986 -0.794 0.480
S -2.224 -2.065 1.051
O -3.594 -1.818 0.517
O -2.159 -2.170 2.557
F -1.677 -3.514 0.446
H 3.875 -0.522 0.653
H 2.799 1.055 0.711
H 2.256 -0.588 1.483
H -0.007 -0.333 -2.332
H 0.438 1.316 -2.973
H 0.455 1.812 -0.096
H -0.790 2.352 -1.357
H -2.367 0.486 -0.963
H -0.398 -1.353 -0.317
In 1.580 0.082 -4.504
```

Its LUMO energy is -19.050 eV. For the orbital gap, the calculation gives 2.593 eV. Its energy is -1920.6544 a.u. Its charge is +3. Its multiplicity is 1. As for the HOMO energy: -0.79538 Ha.

These are the Löwdin partial charges, in e, on atoms 1 to 8: number 1, C, carries 0.0980; number 2, C, carries -0.3312; number 3, O, carries 0.2291; number 4, O, carries -0.1508; number 5, C, carries -0.2955; number 6, C, carries -0.0074; number 7, C, carries -0.1837; number 8, O, carries -0.0902

[6]
ORCA calculation (the ωB97M-V functional and the def2-TZVPD basis) on C28H47F2InNO4 as an isolated structure in a non-equilibrium geometry.

Structure (XYZ):
```
83
Properties=species:S:1:pos:R:3
C -4.186 5.096 -2.639
C -2.650 4.964 -3.065
C -2.505 4.147 -4.440
C -1.537 2.921 -4.165
C -2.319 1.577 -3.895
C -1.339 0.339 -4.179
C -0.567 0.055 -2.828
C 0.254 -1.290 -2.800
C 1.721 -1.197 -3.367
C 2.583 0.019 -2.833
C 3.860 -0.539 -2.025
In 3.114 -0.880 0.101
C 4.630 -1.859 1.450
C 3.881 -2.306 2.761
C 4.352 -1.992 4.111
C 3.511 -2.459 5.235
C 2.261 -3.189 5.049
C 1.798 -3.520 3.694
C 2.625 -3.073 2.574
N 2.362 1.025 0.810
C 3.391 1.999 1.009
O 3.203 3.150 0.754
F 4.649 1.661 1.505
C 1.518 0.891 1.929
O 0.472 0.320 1.803
F 1.839 1.407 3.180
H -4.740 4.240 -3.114
H -4.591 6.077 -3.016
H -4.242 5.002 -1.524
H -2.135 5.960 -3.147
H -2.150 4.418 -2.216
H -2.029 4.833 -5.200
H -3.517 3.817 -4.804
H -0.825 3.144 -3.319
H -0.878 2.814 -5.077
H -2.561 1.574 -2.790
H -3.293 1.487 -4.441
H -1.942 -0.548 -4.504
H -0.571 0.656 -4.940
H -1.359 -0.039 -2.025
H 0.018 0.974 -2.573
H -0.306 -2.014 -3.472
H 0.198 -1.738 -1.774
H 1.760 -1.248 -4.496
H 2.256 -2.134 -3.024
H 2.048 0.695 -2.119
H 2.915 0.657 -3.708
H 4.258 -1.487 -2.471
H 4.646 0.273 -2.019
H 1.664 -1.944 -0.087
H 5.058 -2.752 0.912
H 5.510 -1.195 1.699
H 5.295 -1.418 4.259
H 3.842 -2.241 6.277
H 1.630 -3.510 5.907
H 0.850 -4.066 3.473
H 2.280 -3.330 1.550
C 3.356 -7.374 3.716
C 3.339 -8.238 2.470
C 3.656 -7.225 1.383
O 4.484 -6.223 1.981
C 4.472 -6.395 3.404
H 3.526 -7.934 4.637
H 2.406 -6.840 3.811
H 4.136 -8.987 2.526
H 2.394 -8.758 2.306
H 2.746 -6.736 1.018
H 4.176 -7.670 0.532
H 5.448 -6.796 3.701
H 4.329 -5.428 3.890
C -8.169 5.951 1.092
C -7.376 5.581 2.330
C -6.503 4.450 1.817
O -6.262 4.710 0.427
C -7.141 5.755 -0.008
H -8.578 6.962 1.118
H -8.999 5.250 0.958
H -6.752 6.425 2.637
H -7.996 5.288 3.179
H -7.016 3.486 1.894
H -5.551 4.382 2.346
H -6.540 6.660 -0.154
H -7.595 5.481 -0.962
```

Its LUMO energy is 2.315 eV. For the orbital gap, the calculation gives 7.079 eV. Its energy is -1840.5958 a.u. Its charge is -1. Its multiplicity is 1. As for the HOMO energy: -0.17506 Ha.

These are the Löwdin partial charges, in e, on atoms 1 to 8: number 1, C, carries -0.1213; number 2, C, carries -0.2456; number 3, C, carries -0.2072; number 4, C, carries -0.2262; number 5, C, carries -0.2066; number 6, C, carries -0.2011; number 7, C, carries -0.2164; number 8, C, carries -0.2151

Among the records above, which one has the lowest energy?
C6H9FInO8S2